# 1
{"formula": "C6H11Cl2FNO3P", "method": "ωB97M-V/def2-TZVPD", "relative_energy_kj_mol": 38.0, "total_charge": 0, "energy_ev": -51082.40378, "max_force_ha_per_bohr": 0.02915, "symbols": ["C", "C", "C", "C", "C", "C", "N", "O", "O", "O", "F", "P", "Cl", "Cl", "H", "H", "H", "H", "H", "H", "H", "H", "H", "H", "H"], "positions_angstrom": [[2.532281, -0.983937, 0.921627], [-3.508105, -0.364539, 0.674409], [1.586760, 2.546613, -1.626133], [-2.332897, -1.233603, 0.262380], [0.335449, 1.699494, -1.442308], [1.906867, -2.286181, 0.665651], [3.708423, -0.710346, 1.133577], [-0.900046, 0.686407, 2.066045], [-1.255030, -0.460190, -0.234432], [-0.084466, 1.750774, -0.088735], [2.699073, -3.367437, 0.865808], [-0.304808, 0.403334, 0.760983], [1.403078, -2.281843, -1.045005], [0.476862, -2.454239, 1.708673], [-3.219677, 0.266645, 1.510813], [-3.819404, 0.268226, -0.152772], [-4.339816, -0.996143, 0.975011], [2.414984, 2.113912, -1.070504], [1.850387, 2.596315, -2.678412], [1.405363, 3.552960, -1.256700], [-2.604942, -1.903379, -0.561992], [-2.005422, -1.838929, 1.113158], [0.522598, 0.663319, -1.738249], [-0.485184, 2.091274, -2.052435], [4.017673, 0.241492, 1.289541]], "forces_ev_per_angstrom": [[0.27, 1.46, 0.22], [0.27, -0.02, -0.08], [-0.38, -0.22, 0.19], [-0.78, -0.49, 0.26], [0.37, 0.11, -0.77], [-0.70, -1.11, -0.40], [-0.46, -0.51, -0.06], [0.05, -0.07, 0.65], [1.06, 0.69, 0.02], [-0.01, -0.31, 0.72], [-0.02, 0.43, 0.04], [-0.06, 0.25, -0.92], [0.13, -0.13, 0.08], [0.38, -0.38, 0.13], [-0.06, 0.03, 0.05], [-0.09, 0.04, -0.09], [-0.12, -0.06, 0.02], [0.11, -0.01, 0.03], [0.06, 0.00, -0.13], [0.02, 0.09, 0.00], [0.08, 0.07, 0.21], [-0.05, 0.03, -0.17], [-0.03, 0.08, -0.08], [0.07, -0.12, 0.08], [-0.12, 0.16, 0.00]]}

=====

# 2
{"formula": "C36H50FN7O6V", "method": "ωB97M-V/def2-TZVPD", "relative_energy_kj_mol": 68.6, "spin_multiplicity": 2, "total_charge": 2, "energy_ev": -89252.58570, "max_force_ha_per_bohr": 0.06823, "s_squared": 0.86, "symbols": ["V", "C", "N", "C", "C", "O", "C", "O", "C", "C", "O", "N", "C", "C", "H", "H", "H", "H", "H", "H", "H", "H", "H", "H", "H", "H", "H", "H", "H", "H", "F", "C", "C", "C", "C", "O", "C", "C", "N", "C", "C", "C", "C", "C", "C", "N", "C", "C", "N", "C", "C", "C", "O", "O", "H", "H", "H", "H", "H", "H", "H", "H", "H", "H", "H", "H", "H", "H", "H", "H", "H", "H", "C", "C", "C", "C", "C", "N", "H", "H", "H", "H", "H", "H", "H", "H", "H", "N", "C", "C", "C", "C", "C", "C", "H", "H", "H", "H", "H", "H", "H"], "positions_angstrom": [[-0.034535, 0.065052, -1.739039], [-4.258511, -0.577701, -0.138541], [-3.640541, 0.727283, -0.267510], [-4.158668, 1.777789, 0.580407], [-2.578841, 0.871599, -1.073244], [-2.148302, -0.049411, -1.766981], [-1.893328, 2.242351, -1.099070], [-0.661277, 2.193484, -1.783188], [-0.627976, 2.640058, -3.132369], [-0.566341, 1.430215, -4.071388], [-0.144116, 0.364051, -3.606048], [-0.990160, 1.517665, -5.340922], [-0.981942, 0.315198, -6.152269], [-1.236615, 2.734823, -6.075840], [-5.266722, -0.568603, -0.552125], [-4.308467, -0.863355, 0.912976], [-3.656929, -1.302509, -0.683845], [-5.137530, 1.477486, 0.946256], [-4.275373, 2.713277, 0.036429], [-3.504992, 1.954251, 1.441045], [-1.657345, 2.549927, -0.071236], [-2.563762, 2.991239, -1.543907], [0.308332, 3.208733, -3.238869], [-1.480868, 3.297193, -3.341751], [-0.933270, -0.554876, -5.501360], [-0.118313, 0.309801, -6.818461], [-1.895087, 0.276571, -6.744552], [-1.115728, 3.616792, -5.455849], [-2.247913, 2.720860, -6.487489], [-0.530408, 2.803590, -6.906116], [-3.166379, -1.051864, 4.011634], [-1.843835, -0.736439, 3.882594], [-1.361149, -0.531865, 2.614353], [-0.040182, -0.125989, 2.411728], [0.452641, 0.083808, 1.064106], [-0.333901, -0.046941, 0.085463], [1.829666, 0.451956, 0.951711], [2.574238, 0.619811, 2.080488], [2.094962, 0.468893, 3.342462], [2.979166, 0.684171, 4.456452], [2.707997, 1.809911, 5.418255], [3.859620, 1.896960, 4.465889], [0.794278, 0.059754, 3.534412], [0.283757, -0.197696, 4.806004], [-1.037730, -0.597372, 5.015954], [-1.469240, -0.871989, 6.315920], [-1.211076, 0.052834, 7.385741], [-2.469911, 0.882566, 7.690501], [-3.589576, -0.040991, 8.023597], [-3.856822, -0.981884, 6.901141], [-2.563326, -1.756400, 6.610899], [2.484553, 0.758097, -0.390091], [3.640292, 1.149752, -0.396870], [1.774100, 0.608682, -1.438189], [-1.994382, -0.685467, 1.756693], [3.612175, 0.902197, 1.983192], [3.379128, -0.240785, 4.858853], [2.909894, 1.646925, 6.466486], [1.854873, 2.444032, 5.231143], [4.862757, 1.793395, 4.845191], [3.776062, 2.589752, 3.644456], [0.939332, -0.113233, 5.653096], [-0.400426, 0.725459, 7.110629], [-0.909401, -0.500063, 8.285873], [-2.756557, 1.460704, 6.810479], [-2.291156, 1.565078, 8.522031], [-4.437105, 0.485879, 8.259508], [-3.320923, -0.591808, 8.850462], [-4.157991, -0.406393, 6.023864], [-4.662128, -1.666559, 7.167770], [-2.722241, -2.450699, 5.786942], [-2.295924, -2.347771, 7.497397], [0.378428, -4.886099, -2.999838], [1.397336, -4.094192, -2.163964], [2.751266, -4.021892, -2.887144], [1.573917, -4.744107, -0.784312], [0.881345, -2.750374, -1.997631], [0.436475, -1.689843, -1.878264], [0.738663, -5.899304, -3.167025], [0.226020, -4.406523, -3.963476], [-0.576507, -4.938011, -2.482613], [3.148997, -5.027002, -3.015300], [3.465407, -3.438313, -2.310925], [2.636052, -3.568315, -3.868374], [1.907790, -5.770950, -0.915833], [0.634247, -4.750496, -0.237441], [2.316814, -4.209134, -0.197819], [2.731498, 0.053067, -4.155471], [3.080895, 0.717241, -5.299264], [3.213701, 2.110645, -5.321595], [3.532414, 2.766119, -6.495538], [3.712676, 2.058390, -7.674926], [3.579414, 0.678457, -7.665963], [3.269506, 0.013463, -6.497324], [2.897373, -0.939367, -4.135555], [2.798865, 0.528992, -3.265591], [3.099725, 2.661925, -4.398136], [3.660880, 3.837641, -6.487232], [3.975207, 2.573158, -8.587111], [3.731213, 0.117956, -8.574145], [3.187783, -1.064375, -6.495549]], "forces_ev_per_angstrom": [[-0.39, 2.77, 0.44], [0.01, -0.42, -0.15], [0.43, -0.11, -0.40], [0.11, 0.40, 0.16], [-0.61, 0.66, 0.59], [0.00, -0.46, -0.53], [-0.31, 0.18, 0.39], [-0.04, -0.30, -0.10], [0.22, 0.35, -0.43], [-0.72, 0.98, -1.21], [-0.24, -0.36, -1.77], [0.56, -0.33, 1.16], [0.10, -0.49, -0.09], [-0.17, 0.43, -0.11], [-0.03, 0.01, 0.01], [-0.01, 0.03, 0.02], [-0.11, 0.02, 0.08], [0.01, 0.03, -0.05], [-0.04, 0.03, -0.01], [-0.06, -0.03, 0.00], [-0.14, -0.03, -0.22], [0.09, -0.10, 0.11], [-0.28, -0.09, -0.07], [0.20, -0.16, 0.01], [-0.01, 0.06, -0.13], [0.04, 0.02, -0.01], [-0.01, 0.07, -0.01], [0.01, 0.04, 0.04], [0.04, 0.02, 0.04], [0.02, 0.00, 0.08], [0.12, 0.00, 0.09], [0.03, 0.14, -0.30], [0.18, 0.02, 0.29], [-0.19, -0.07, 0.15], [0.34, 0.11, 0.61], [-0.12, -0.23, 1.77], [-0.02, 0.06, -0.52], [-0.22, -0.06, -0.27], [0.33, 0.25, -0.33], [0.20, -0.07, 0.33], [-0.02, 0.00, 0.02], [-0.03, -0.05, -0.01], [-0.72, -0.13, -0.09], [-0.13, -0.06, -0.07], [0.33, 0.03, -0.38], [-0.02, -0.09, 0.19], [-0.21, 0.16, 0.02], [0.88, 0.42, -0.10], [-0.25, 0.02, 0.38], [0.05, -0.78, -0.70], [-0.21, 0.00, -0.11], [1.13, 0.24, 1.10], [-0.06, -0.05, 0.09], [-0.42, -0.05, -0.29], [-0.15, -0.01, -0.11], [0.04, 0.06, -0.01], [0.05, 0.07, 0.06], [0.07, -0.09, 0.04], [-0.08, 0.04, -0.15], [0.06, -0.10, 0.06], [-0.09, 0.06, -0.11], [0.11, -0.04, 0.17], [-0.09, 0.03, 0.15], [0.04, 0.10, -0.01], [-0.11, -0.08, 0.07], [-0.19, -0.09, 0.05], [0.17, -0.11, 0.05], [-0.19, 0.18, -0.07], [0.04, 0.06, 0.21], [-0.01, 0.15, 0.19], [-0.08, 0.05, 0.17], [-0.05, -0.04, -0.03], [0.01, 0.15, 0.05], [0.35, -0.72, -0.10], [-0.10, 0.01, 0.04], [-0.05, 0.09, -0.06], [-0.45, 0.72, 0.14], [0.95, -3.36, -0.38], [0.08, -0.02, 0.03], [-0.03, -0.01, -0.12], [-0.10, -0.04, 0.02], [0.00, -0.05, -0.01], [0.08, 0.05, 0.03], [0.02, 0.02, -0.12], [0.04, -0.06, -0.01], [-0.08, -0.03, 0.06], [0.07, 0.03, 0.07], [-0.08, -0.18, 0.38], [0.12, 0.13, -0.56], [-0.12, -0.21, 0.17], [0.00, -0.07, -0.16], [0.04, 0.17, -0.13], [0.00, 0.14, 0.06], [-0.07, 0.05, 0.20], [0.06, 0.11, 0.11], [0.07, -0.18, -0.09], [0.02, 0.08, 0.12], [0.00, 0.13, 0.00], [0.00, 0.04, -0.04], [0.03, -0.10, -0.13], [-0.03, -0.14, 0.02]]}

=====

# 3
{"formula": "C2H3NOPS", "method": "ωB97M-V/def2-TZVPD", "relative_energy_kj_mol": 439.2, "total_charge": 1, "energy_ev": -25770.23650, "max_force_ha_per_bohr": 0.12372, "symbols": ["C", "C", "N", "O", "P", "S", "H", "H", "H"], "positions_angstrom": [[-1.521631, -0.407034, 0.051510], [-0.153253, 0.002576, -0.057343], [-2.550695, 1.439926, -0.539332], [-3.699329, 0.990459, -0.483674], [-4.646219, -0.013011, -0.034369], [-2.678316, -1.475837, 0.472471], [0.166559, 0.171621, 0.911678], [-0.243235, 0.897295, -0.644676], [0.521624, -0.728258, -0.605722]], "forces_ev_per_angstrom": [[-4.05, -0.12, 0.23], [0.04, -1.31, -2.92], [2.05, -1.84, 0.23], [2.99, 4.00, -1.25], [-3.86, -4.74, 1.78], [1.77, 2.24, -0.95], [1.10, 0.52, 2.07], [0.80, 0.66, -0.06], [-0.85, 0.60, 0.86]]}

=====

# 4
{"formula": "C39H35ClN2PdSi2", "method": "ωB97M-V/def2-TZVPD", "relative_energy_kj_mol": 0.0, "spin_multiplicity": 3, "total_charge": 0, "energy_ev": -75741.84145, "max_force_ha_per_bohr": 0.10598, "s_squared": 2.07, "symbols": ["C", "C", "C", "H", "C", "C", "H", "H", "H", "H", "Pd", "Si", "C", "C", "H", "C", "H", "C", "H", "C", "H", "C", "H", "C", "C", "H", "C", "H", "C", "H", "C", "H", "C", "H", "H", "Si", "C", "C", "H", "C", "H", "C", "H", "C", "H", "C", "H", "C", "C", "H", "C", "H", "C", "H", "C", "H", "C", "H", "H", "Cl", "C", "C", "C", "C", "N", "C", "C", "C", "C", "C", "C", "N", "H", "H", "H", "H", "H", "H", "H", "H"], "positions_angstrom": [[1.749101, 3.857687, 1.210879], [1.447883, 3.217509, -0.028410], [0.055979, 2.928656, -0.044848], [2.160571, 2.987802, -0.828150], [-0.492592, 3.357415, 1.210194], [0.560067, 3.951500, 1.965346], [0.458828, 4.401681, 2.948269], [2.732527, 4.233241, 1.512806], [-0.495562, 2.433098, -0.837606], [-1.521891, 3.222796, 1.532768], [0.961174, 1.877953, 1.503202], [-0.085145, -1.412042, 0.200856], [1.335518, -1.105434, -1.045479], [2.168688, -2.210207, -1.212127], [2.142846, -3.025104, -0.481458], [2.962240, -2.288184, -2.357235], [3.502529, -3.214843, -2.554869], [3.038631, -1.198655, -3.232368], [3.663913, -1.264055, -4.122714], [2.313060, -0.031440, -2.963309], [2.372467, 0.835525, -3.615761], [1.486575, 0.041187, -1.838268], [0.970380, 0.975211, -1.579088], [-1.572728, -0.138193, -0.306326], [-1.862177, 0.326806, -1.716294], [-1.068248, 0.352184, -2.486386], [-2.932687, 1.293998, -1.837192], [-3.166485, 1.678197, -2.833785], [-3.615650, 1.768230, -0.732498], [-4.434376, 2.482319, -0.867779], [-3.316664, 1.331748, 0.566030], [-3.899718, 1.706205, 1.408769], [-2.349996, 0.364553, 0.783037], [-2.166633, -0.065879, 1.764527], [0.321220, 0.120407, 0.604387], [-1.952690, -1.558337, -1.457185], [-3.629152, -2.234770, -1.224625], [-4.253575, -2.586150, -2.439612], [-3.664816, -3.020330, -3.255905], [-5.591453, -2.241885, -2.597607], [-6.059979, -2.353105, -3.567824], [-6.304919, -1.674529, -1.534474], [-7.314553, -1.292246, -1.688640], [-5.718926, -1.573284, -0.270384], [-6.287488, -1.156994, 0.563924], [-4.383441, -1.946207, -0.079562], [-3.919240, -1.911575, 0.908438], [-1.017580, -2.691771, -2.692327], [-0.787137, -2.086369, -3.927187], [-1.073808, -1.048914, -4.085526], [-0.186467, -2.810621, -4.966064], [0.005311, -2.307656, -5.914988], [0.194145, -4.141628, -4.783269], [0.695807, -4.681548, -5.592239], [-0.027689, -4.752366, -3.538786], [0.294775, -5.782334, -3.400156], [-0.628237, -4.044164, -2.490435], [-0.789094, -4.520789, -1.514798], [-0.143842, -2.840049, 0.406742], [0.348305, -1.431661, 2.321941], [5.396495, 1.303294, 1.392756], [5.778260, 1.522057, 2.723486], [4.793426, 1.632950, 3.702262], [3.445796, 1.565923, 3.327416], [3.100036, 1.405547, 2.024668], [4.035402, 1.242368, 1.080328], [2.330429, 1.694529, 4.268134], [2.493844, 1.859039, 5.652030], [1.360672, 1.990445, 6.457707], [0.089173, 1.914863, 5.874157], [-0.005670, 1.745763, 4.487829], [1.089207, 1.672402, 3.719043], [6.124000, 1.199507, 0.590570], [6.829340, 1.604924, 3.000524], [5.026704, 1.774707, 4.757422], [3.690902, 1.064740, 0.060292], [3.512887, 1.877943, 6.047935], [1.477848, 2.144577, 7.531636], [-0.827533, 2.000565, 6.455339], [-0.969117, 1.681267, 3.977894]], "forces_ev_per_angstrom": [[0.72, 1.93, -0.21], [0.48, 0.87, -1.38], [-1.03, 0.68, -0.97], [-0.38, 0.20, 0.38], [-1.08, 0.69, -0.39], [-0.26, 1.66, 0.00], [0.07, -0.16, -0.20], [-0.48, -0.24, -0.12], [0.07, 0.22, 0.19], [0.28, 0.18, -0.23], [0.80, -5.21, 1.36], [1.98, 4.08, 0.83], [-0.65, -0.68, 0.78], [-0.01, 0.10, -0.92], [-0.16, 0.07, -0.45], [0.35, 0.15, 0.20], [0.09, 0.34, -0.04], [-0.21, -0.20, 0.02], [-0.19, 0.02, 0.17], [0.05, 0.05, 0.48], [0.17, -0.14, -0.02], [0.19, -0.37, -0.33], [0.04, -0.64, -0.22], [1.41, -1.77, 0.67], [0.57, -1.81, -0.91], [0.15, 0.80, 0.68], [-1.51, 1.13, 1.00], [0.00, -0.14, 0.34], [0.25, 0.10, -2.97], [0.38, -0.20, -0.08], [1.03, -1.61, 2.11], [0.24, -0.05, -0.16], [-1.11, 0.70, -0.37], [0.02, 0.32, 0.04], [0.88, 1.79, 0.59], [-1.72, -1.05, -1.21], [-0.17, -0.86, -0.09], [-0.46, 0.72, 0.47], [-0.22, 0.44, 0.20], [-0.18, -0.18, 0.09], [-0.11, -0.11, 0.05], [0.24, 0.08, 0.08], [0.23, -0.20, 0.01], [-0.11, -0.37, 0.18], [0.07, -0.27, -0.21], [-0.47, 0.57, -0.76], [-0.06, 0.36, -0.40], [0.43, 0.24, 0.63], [0.34, -0.64, -0.31], [0.08, -0.19, -0.05], [0.05, 0.03, 0.00], [-0.06, -0.20, 0.19], [-0.09, 0.40, 0.34], [-0.25, 0.14, 0.33], [-0.11, 0.28, 0.00], [-0.13, 0.16, 0.09], [-0.11, 0.55, -0.31], [0.08, 0.21, -0.46], [-0.72, -1.02, -0.82], [-0.18, -0.61, 1.12], [-0.15, 0.13, 0.20], [-0.26, -0.07, -0.24], [-0.41, -0.01, -0.02], [0.86, -0.13, -1.56], [0.79, -0.79, 0.43], [0.33, 0.13, 0.87], [-1.67, 0.19, 0.71], [-0.05, -0.05, -0.43], [-0.02, -0.08, -0.26], [0.20, 0.06, -0.29], [0.87, 0.09, 0.49], [0.14, -0.70, 1.09], [-0.07, -0.01, 0.27], [-0.27, -0.08, -0.12], [0.23, -0.03, -0.42], [-0.02, 0.05, 0.28], [-0.58, 0.05, 0.15], [-0.10, -0.08, -0.32], [0.31, -0.04, -0.02], [0.32, 0.02, 0.10]]}